# 1
The following is a quantum chemistry calculation of a molecular structure, C23H51N3O3P4Ru, from OMol25.

```
85
Properties=species:S:1:pos:R:3:forces:R:3
P -2.23720 -1.97380 -1.09913 -1.09 -3.41 -0.20
C -1.27395 -3.27873 -0.25247 0.82 1.08 0.34
H -1.84773 -4.21189 -0.25954 -0.14 0.20 -0.14
H -1.02437 -2.98557 0.77549 -0.11 -0.20 -0.22
H -0.34162 -3.40300 -0.81624 -0.21 -0.06 0.12
C -3.92352 -2.15149 -0.41221 0.11 1.59 0.27
H -4.63107 -1.62470 -1.07030 0.08 -0.28 0.24
H -3.93683 -1.65751 0.57298 -0.26 -0.36 -0.22
H -4.18405 -3.21436 -0.32377 0.24 0.16 -0.10
C -2.36535 -2.73831 -2.76213 0.72 1.14 -0.46
H -3.19537 -3.45271 -2.79469 0.02 0.17 0.22
H -1.41346 -3.23496 -2.99512 -0.29 0.15 0.04
H -2.52302 -1.94601 -3.50517 -0.11 -0.49 -0.10
P 1.41321 2.20975 -3.52559 0.61 0.25 0.18
C 2.93705 1.42850 -2.93731 -0.02 -0.20 0.14
H 3.77031 1.70981 -3.59192 -0.08 -0.08 0.14
H 2.81323 0.34100 -2.94944 0.14 0.13 -0.05
H 3.13490 1.75146 -1.91001 0.05 -0.03 -0.24
C 1.23779 1.60261 -5.23244 -0.28 0.09 0.14
H 0.43577 2.13824 -5.75062 0.25 -0.05 -0.07
H 0.96059 0.54120 -5.18396 0.14 0.18 -0.05
H 2.17937 1.70184 -5.78401 -0.19 0.06 0.06
C 1.77430 3.98983 -3.45336 -0.31 0.12 -0.09
H 2.42405 4.30677 -4.27653 -0.05 -0.01 0.16
H 2.25173 4.20234 -2.48623 -0.05 -0.09 -0.31
H 0.83100 4.55087 -3.49106 0.34 0.00 -0.10
P -0.76814 2.70138 1.52148 0.48 -0.70 -0.55
C 0.41480 2.33237 2.79982 0.25 0.06 0.27
H 0.07174 2.67101 3.78146 -0.11 0.09 -0.11
H 1.36843 2.81608 2.57427 -0.10 0.09 0.00
H 0.55981 1.24844 2.81827 -0.14 0.18 -0.12
C -1.11609 4.43951 1.32404 -0.09 0.31 -0.10
H -1.08699 4.93424 2.30135 -0.07 -0.03 -0.12
H -2.09800 4.59258 0.85949 0.25 0.00 0.22
H -0.34198 4.87432 0.67457 -0.17 -0.04 0.26
C -2.18000 1.62858 1.67792 -0.73 -0.22 0.15
H -2.84291 1.99308 2.48498 0.27 -0.13 -0.28
H -1.83651 0.61082 1.92406 0.06 0.42 -0.05
H -2.75607 1.58208 0.74101 0.31 0.20 0.43
Ru -0.99250 1.90682 -2.13730 4.55 -2.44 2.68
C -0.09415 0.25750 -2.15032 1.77 -3.21 0.25
O 0.46056 -0.78214 -2.18308 -1.61 2.93 0.10
C 0.06157 2.29140 -0.15206 1.89 0.77 -0.15
O 1.28230 2.33439 -0.18023 -2.54 -0.48 -0.17
C -2.03055 3.74218 -2.65065 -0.20 1.11 -0.22
C -2.74369 3.07581 -1.65536 -1.21 1.01 0.68
C -3.05022 1.72038 -1.80321 -1.87 -0.32 1.19
C -2.72454 1.05551 -2.98617 -0.89 -0.96 -0.27
C -1.99107 1.70427 -3.97490 -0.37 0.21 -1.64
C -1.62082 3.04556 -3.79222 -0.38 1.18 -1.72
H -1.75955 4.78484 -2.51630 0.05 -0.15 -0.03
H -3.02861 3.61728 -0.75787 -0.03 -0.18 -0.18
H -3.57962 1.18851 -1.01307 -0.06 0.19 -0.33
H -2.98071 0.00538 -3.09277 0.06 0.27 -0.09
H -1.70176 1.17760 -4.87579 0.08 0.00 0.09
H -0.99715 3.53537 -4.52130 -0.16 0.15 -0.21
C 1.99820 -4.00077 0.97874 -0.04 -0.86 0.04
N 2.27227 -2.65369 1.45950 -0.25 0.91 -0.33
C 3.34947 -1.95406 0.75904 0.50 0.24 -0.18
P 1.22280 -1.71310 2.36355 -2.56 -0.46 -0.35
O 0.58390 -0.59485 1.59941 0.83 -0.63 0.47
N 0.06696 -2.77844 2.92674 1.17 0.87 -0.28
C -1.23087 -2.21246 3.31485 -0.25 0.29 0.16
C 0.38425 -4.02309 3.62686 -0.11 -0.73 0.25
N 2.09917 -1.07444 3.65562 1.08 -0.24 -0.71
C 2.40663 -1.84593 4.84717 -0.13 -0.13 0.93
C 3.02897 0.02997 3.41585 -0.23 0.53 -0.11
H 2.43051 -4.75824 1.64745 -0.07 0.11 -0.18
H 0.92550 -4.19479 0.86818 0.32 0.12 0.31
H 2.46935 -4.11724 -0.00346 -0.08 0.01 0.30
H 3.01667 -0.98337 0.36484 -0.02 -0.19 0.25
H 4.21693 -1.79688 1.41446 -0.10 -0.03 -0.08
H 3.67463 -2.57027 -0.08482 0.01 0.20 0.28
H -1.64843 -1.61069 2.49539 0.13 -0.15 0.26
H -1.92082 -3.04117 3.52916 0.23 0.27 -0.07
H -1.14485 -1.58220 4.21872 -0.18 -0.26 -0.28
H -0.16071 -4.85437 3.15392 0.17 0.19 0.17
H 1.45256 -4.26756 3.61184 -0.28 0.15 0.00
H 0.05445 -3.96734 4.67415 0.19 -0.02 -0.22
H 3.09222 -2.68185 4.64022 -0.12 0.21 -0.04
H 2.89469 -1.17659 5.56423 -0.08 -0.22 -0.14
H 1.49652 -2.23671 5.31872 0.20 0.05 -0.23
H 4.05209 -0.33275 3.23671 -0.15 -0.07 0.11
H 2.70644 0.64184 2.56626 0.09 -0.33 0.11
H 3.04713 0.66471 4.31135 0.08 -0.19 -0.12
```
Forces are in eV/Å.

Net charge = +4
Maximum force = 5.8 eV Å⁻¹
Spin multiplicity = 5
Energy = -74987.1981 eV

=====

# 2
The following is a quantum chemistry calculation of a molecular structure, C23H51N5O6S, from OMol25.

```
86
Properties=species:S:1:pos:R:3:forces:R:3
N 4.24083 -1.18039 0.09958 -0.02 -0.07 0.11
C 4.57457 -0.33179 -0.78104 0.05 -0.15 -0.04
N 5.89618 0.18975 -0.84187 -0.06 -0.46 0.06
N 3.72771 0.12925 -1.80521 0.04 0.97 0.20
C 2.55674 0.91112 -1.32891 0.06 -0.46 -0.32
C 2.90744 2.37059 -1.04958 -0.25 0.08 -0.20
C 1.83790 3.19069 -0.28614 0.28 -0.05 0.08
C 0.86682 2.36352 0.55605 0.01 0.25 -0.01
C -0.25423 1.69815 -0.19672 0.35 -0.02 0.16
C -0.88259 2.22412 -1.27897 -0.28 -0.03 -0.20
C -1.94254 1.53991 -1.95676 0.13 0.27 -0.07
C -2.38633 0.32251 -1.56383 -0.07 -0.02 -0.13
C -1.75299 -0.26227 -0.44365 -0.07 -0.23 0.18
N -2.03391 -1.45968 0.09280 -0.03 0.03 -0.11
S -1.02778 -1.65443 1.31205 0.05 -0.20 0.13
N -0.20090 -0.28998 1.26117 0.09 0.11 0.00
C -0.69846 0.41643 0.23447 -0.12 -0.12 -0.03
H 3.29510 -1.51502 -0.07822 0.01 -0.07 0.00
H 5.95706 1.03164 -0.27868 0.00 0.17 -0.23
H 6.50595 -0.49529 -0.40863 0.05 0.08 0.08
H 4.27778 0.72284 -2.41864 0.09 -0.07 -0.01
H 2.17682 0.39647 -0.45035 -0.06 0.01 0.04
H 1.78702 0.85494 -2.09839 -0.11 -0.03 0.05
H 3.86533 2.42942 -0.52881 -0.03 -0.12 0.14
H 3.06038 2.84028 -2.02498 0.20 0.08 0.04
H 2.35781 3.86041 0.40033 0.03 0.06 -0.06
H 1.31759 3.84477 -0.98472 -0.17 -0.06 0.03
H 0.43272 3.00770 1.32579 -0.04 0.01 0.00
H 1.42613 1.60083 1.09637 -0.04 -0.02 0.12
H -0.59581 3.19560 -1.65987 0.05 0.00 0.02
H -2.38645 2.02140 -2.81773 -0.04 0.01 -0.01
H -3.17710 -0.19956 -2.08214 -0.02 -0.03 0.02
C 4.42370 0.38876 -5.92684 0.02 -0.09 0.02
C 3.22425 -0.52397 -5.74506 0.02 0.03 0.19
O 3.36354 -1.37679 -4.61687 0.01 0.08 -0.16
H 5.33505 -0.20039 -6.03051 0.01 0.01 -0.04
H 4.31031 1.01719 -6.81137 0.02 0.02 0.01
H 4.55055 1.03872 -5.05659 -0.03 0.05 -0.03
H 3.10915 -1.17937 -6.60790 -0.02 -0.01 -0.01
H 2.30693 0.06992 -5.65048 -0.02 0.00 -0.10
H 3.45939 -0.82013 -3.83431 -0.02 -0.17 0.20
C 4.35214 -1.27361 4.16414 -0.05 -0.02 -0.03
C 5.40527 -2.34537 3.94676 -0.06 0.05 -0.15
O 4.98688 -3.32138 3.00293 -0.02 0.06 -0.04
H 3.41880 -1.72483 4.50286 0.01 0.00 0.03
H 4.67903 -0.54548 4.90881 0.01 0.00 0.00
H 4.14868 -0.74531 3.22957 0.03 0.01 0.00
H 5.60017 -2.88507 4.87299 0.02 -0.02 0.00
H 6.34642 -1.88856 3.61902 0.03 0.01 0.07
H 4.82265 -2.86688 2.16645 0.01 0.01 -0.02
C -2.93339 0.23930 4.24187 0.09 -0.07 0.03
C -2.27952 1.27679 5.13197 0.16 -0.05 -0.10
O -1.14162 0.76473 5.82198 -0.08 0.01 0.03
H -3.23458 -0.62991 4.82856 -0.01 0.02 0.03
H -3.81044 0.64809 3.74143 0.00 0.00 -0.02
H -2.22828 -0.10973 3.48407 0.00 0.06 -0.04
H -2.97079 1.61336 5.90375 0.02 0.01 0.03
H -1.98421 2.15036 4.53969 -0.09 0.04 0.01
H -0.50581 0.47159 5.16180 0.01 -0.02 0.01
C -7.81712 -0.68012 4.77141 0.08 -0.04 0.02
C -6.40983 -0.11695 4.82527 -0.24 0.21 -0.08
O -6.18345 0.80363 3.75424 0.02 -0.11 0.11
H -7.98618 -1.18396 3.82016 0.02 -0.04 0.01
H -7.98811 -1.39427 5.57801 -0.02 0.01 0.01
H -8.55557 0.11971 4.86003 -0.01 0.00 0.06
H -5.67211 -0.90896 4.71731 0.04 0.03 -0.06
H -6.22939 0.38633 5.78136 0.03 -0.09 0.04
H -6.82539 1.51319 3.85379 0.02 0.04 -0.08
C -10.93513 0.22576 2.83314 0.01 -0.04 0.02
C -11.99186 -0.84532 3.02654 -0.01 0.08 0.14
O -11.78642 -1.59305 4.22166 0.03 -0.01 -0.08
H -9.94381 -0.22342 2.81102 0.01 -0.01 -0.05
H -11.09327 0.76971 1.90078 -0.02 0.01 0.01
H -10.95896 0.94386 3.65711 -0.03 0.03 -0.03
H -11.95544 -1.56857 2.21337 -0.01 -0.03 0.01
H -12.99244 -0.39974 3.03531 0.00 0.00 -0.07
H -11.82993 -0.98400 4.96483 0.00 -0.01 0.02
C 7.29086 -2.36948 -7.83471 -0.01 0.05 0.02
C 6.77481 -1.58873 -9.02845 0.22 0.03 0.02
O 7.34751 -0.28465 -9.09224 -0.12 0.00 0.01
H 7.07967 -1.82726 -6.91286 -0.04 -0.03 0.01
H 6.82779 -3.35531 -7.77583 0.00 0.00 0.00
H 8.37342 -2.50322 -7.89765 0.00 -0.05 -0.04
H 5.69804 -1.44226 -8.95429 -0.01 0.04 -0.02
H 6.97843 -2.12466 -9.96162 -0.07 -0.06 0.02
H 8.30080 -0.38420 -9.17115 0.01 0.02 0.00
```
Forces are in eV/Å.

Maximum force = 1.0 eV Å⁻¹
Spin multiplicity = 1
Energy = -55247.4516 eV

=====

- Among the records above, which one has the highest spin multiplicity?
  C23H51N3O3P4Ru

=====

- Among the records above, which one has the highest energy?
  C23H51N5O6S

=====

- Number 1 is which compound?
  C23H51N3O3P4Ru

=====

- Which of these has the lowest spin multiplicity?
  C23H51N5O6S